The following is a quantum chemistry calculation of a 2-piece molecular cluster, C5H15NO2 overall at a distorted geometry, from the OMol25 dataset.

Output
- E_HOMO (spin up / spin down): -14.195 / -14.195 eV
- Frontier orbital gap (spin up / spin down): 10.820 / 5.687 eV
- Charge: +1
- LUMO (spin up / spin down): -3.3754 / -8.5081 eV
- Expectation value of S²: 0.755
- Multiplicity: 2

Atoms and positions in Å:
C 0.578847 -0.952151 0.042525
O -0.256720 -1.676484 0.904006
C -0.071952 0.404015 -0.445065
C 0.012453 0.959019 -1.893475
C 0.630163 -0.015706 -2.887711
C -1.418562 1.357960 -2.297560
N 0.358922 1.357504 0.553632
H 0.629734 -1.555476 -0.858763
H 1.543818 -0.802267 0.538726
H -0.977550 -1.184958 1.324407
H -1.140135 0.319845 -0.180208
H 0.613065 1.865940 -1.839177
H 0.381086 -1.051083 -2.679537
H 1.727801 0.013184 -2.846863
H 0.415961 0.182441 -3.944243
H -1.819992 2.095095 -1.599233
H -2.068679 0.482435 -2.224328
H -1.559688 1.774768 -3.297412
H 0.414899 0.992419 1.508868
H 1.212247 1.889377 0.379889
H 0.534481 -1.638551 4.345634
H 0.587169 -1.676482 5.864824
O 0.124082 -1.256847 5.126974

Cartesian forces, eV/Å:
C -0.83 -0.44 0.46
O -0.05 0.18 0.39
C -0.88 1.61 0.61
C -0.34 -0.08 -0.23
C 1.16 -0.21 -0.24
C -0.40 -0.05 0.39
N 1.59 -1.37 -0.11
H 0.56 0.13 -0.23
H 0.11 -0.03 -0.47
H 0.23 -0.09 -0.20
H 0.02 -0.66 -0.31
H 0.19 0.08 -0.14
H -0.41 -0.09 -0.19
H -0.14 0.04 0.20
H -0.39 0.19 0.41
H 0.01 0.06 0.04
H -0.01 -0.04 -0.11
H 0.53 -0.13 0.07
H -0.69 0.34 0.11
H -0.27 0.59 -0.36
H 0.01 -0.14 0.04
H -0.16 0.13 -0.09
O 0.17 -0.02 -0.02

=====

The following is a quantum chemistry calculation of one molecule with the formula CH4N2OS2 at a distorted geometry, from the OMol25 dataset.

Output
- SMILES: NSSC(N)=O
- E_HOMO: -8.858 eV
- Frontier orbital gap: 9.182 eV
- LUMO: 0.3241 eV
- Multiplicity: 1

Atoms and positions in Å:
C -1.379041 -0.087544 -0.467107
N 2.877532 -0.829644 0.462608
N -2.293990 0.914420 -0.312019
O -1.420347 -1.168160 -0.988245
S 2.175615 0.420317 -0.326874
S 0.192225 0.565531 0.458592
H 2.684715 -1.799250 0.192061
H 2.553205 -0.718708 1.481242
H -2.185916 1.849331 0.155237
H -3.203995 0.853707 -0.655492

Cartesian forces, eV/Å:
C 1.94 0.52 0.36
N -0.59 -0.79 3.14
N 0.69 1.24 0.89
O -0.79 1.06 0.16
S -1.75 0.39 -0.90
S 0.05 0.29 -0.03
H -0.14 0.64 -0.35
H 1.22 -0.55 -1.77
H 0.91 -1.90 -0.67
H -1.54 -0.90 -0.82

=====

The following is a quantum chemistry calculation of a 2-piece molecular cluster, C4H8O2 overall, from the OMol25 dataset.

Output
- SMILES: C=CC=O.CO
- E_HOMO: -9.825 eV
- Frontier orbital gap: 10.297 eV
- LUMO: 0.4726 eV
- Multiplicity: 1

Atoms and positions in Å:
C -0.752026 1.774539 -1.507149
O -0.474764 0.968872 -0.383323
C -0.374943 -0.551381 1.985917
C 0.678580 -1.204281 1.495991
C 0.560580 -1.969203 0.235912
O 1.479668 -2.566938 -0.279237
H -0.108211 1.534106 -2.363506
H -0.667294 2.847731 -1.286224
H -1.786600 1.562348 -1.784047
H -1.325420 -0.558831 1.458409
H -0.324611 0.035144 2.898321
H 1.653760 -1.199318 1.977422
H 0.462453 1.027029 -0.165870
H -0.450107 -1.956999 -0.223339

Cartesian forces, eV/Å:
C -0.16 0.23 -0.37
O 0.20 -0.04 0.08
C 0.12 -0.11 -0.01
C -0.12 0.06 0.13
C 0.20 -0.15 -0.08
O -0.33 0.23 0.16
H -0.09 0.03 0.13
H 0.02 -0.17 -0.01
H 0.11 0.08 -0.04
H 0.16 -0.03 0.09
H 0.03 -0.12 -0.09
H -0.13 -0.02 -0.04
H -0.12 0.02 -0.01
H 0.13 -0.01 0.05

=====

| no. | DFT total energy (Ha) |
| --- | --- |
| 1 | -404.37857 |
| 2 | -1021.61664 |
| 3 | -307.63140 |